[1]
Density functional theory data (ωB97M-V with the def2-TZVPD basis set) for 3 unconnected molecules or ions with the total composition C33H51FNO10P3.

Geometry as XYZ:
```
99
Properties=species:S:1:pos:R:3
P 0.318 -4.691 -1.298
P -6.017 1.841 -4.073
P 6.853 1.571 2.246
F 2.161 1.489 -0.762
O -4.937 2.274 -5.329
O 2.083 -1.229 4.987
O 0.356 -5.115 0.306
O -1.377 -4.510 -1.132
O -7.012 1.343 -3.016
O -0.035 -0.052 0.447
O 0.041 -6.198 -1.941
O 1.832 -4.754 -1.534
O -6.929 3.171 -4.469
O -4.968 2.573 -3.016
N -4.635 2.561 2.665
C -4.097 1.737 -2.268
C -2.996 1.162 -3.140
C 1.837 -7.772 -2.226
C -2.350 -5.473 -1.516
C -0.302 -3.065 1.427
C 2.871 1.209 0.448
C 0.248 0.270 4.162
C -3.743 2.728 3.750
C 9.438 0.552 1.750
C 4.215 0.536 3.230
C 2.708 0.255 3.026
C -1.763 1.231 2.863
C 2.078 0.610 1.626
C 6.957 3.394 1.653
C -4.186 1.702 1.629
C -0.323 0.586 2.885
C 0.767 -4.124 1.238
C 4.999 1.150 2.034
C 4.377 1.490 0.648
C -4.606 4.676 -5.537
C -8.676 3.955 -3.013
C 5.384 1.643 5.358
C 4.959 0.258 4.611
C 6.563 4.447 2.799
C -8.340 3.207 -4.290
C 1.741 -0.343 4.173
C -5.084 3.395 -6.192
C 7.930 0.443 1.169
C 0.492 0.332 1.513
C -2.510 -6.559 -0.471
C -2.332 2.169 3.996
C -2.793 1.057 1.702
C 0.906 -6.784 -2.905
H 6.826 5.516 2.443
H -2.479 1.956 -3.685
H 0.275 -7.321 -3.620
H -8.776 2.208 -4.308
H -8.759 3.750 -5.143
H -2.765 -6.122 0.498
H 7.831 0.787 0.086
H -6.101 3.475 -6.579
H -4.667 0.938 -1.784
H -4.135 3.409 4.594
H -8.293 4.977 -3.059
H 4.553 2.442 5.282
H -4.450 3.198 -7.063
H -0.362 0.464 5.100
H 2.512 -8.231 -2.952
H 1.262 -8.559 -1.733
H 9.409 1.165 2.733
H -3.567 4.575 -5.213
H 4.964 1.965 -0.213
H -1.590 -7.128 -0.327
H -5.190 4.924 -4.649
H -9.757 3.991 -2.857
H 6.208 3.559 0.786
H 7.095 4.204 3.780
H 0.951 -4.631 2.189
H -2.474 0.399 0.815
H 1.710 -3.672 0.916
H -8.214 3.488 -2.140
H -2.269 0.614 -2.536
H -3.300 -4.935 -1.600
H -1.264 -3.523 1.671
H 9.898 -0.455 2.021
H 5.427 4.481 3.015
H 5.467 1.404 6.487
H -4.830 1.508 0.696
H 10.074 1.168 1.027
H -3.654 2.353 -1.481
H -3.409 0.476 -3.886
H -0.444 -2.488 0.508
H 7.528 -0.631 1.277
H -4.678 5.512 -6.237
H 5.890 -0.388 4.379
H -2.149 -5.875 -2.511
H 6.385 2.051 4.997
H -0.026 -2.372 2.225
H 8.002 3.536 1.214
H 4.352 -0.335 5.371
H 2.436 -7.291 -1.449
H -3.300 -7.256 -0.762
H 1.451 -6.029 -3.472
H -1.710 2.401 4.933
```

Computed properties:
Charge: 0
HOMO in eV: -8.4305
Gap between HOMO and LUMO in eV: 6.757
SMILES: CCc1c(P(CC)CC)cc(F)c2c1C(=O)C=C(c1ccncc1)C2=O.CCOP(=O)(OCC)OCC.CCOP(=O)(OCC)OCC
Lowest unoccupied orbital energy in eV: -1.7

[2]
Density functional theory data (ωB97M-V with the def2-TZVPD basis set) for a molecular structure, C33H52BrN6OPPdS3Si.

Geometry as XYZ:
```
99
Properties=species:S:1:pos:R:3
Pd 0.455 0.050 -0.277
Br -0.897 -1.457 1.390
S 1.981 -1.755 -1.580
S 2.519 1.538 -1.291
S -0.942 -1.288 -2.037
P 3.048 -0.157 -2.256
Si -1.934 -3.364 3.222
O -0.458 1.489 -1.832
N 1.094 1.302 3.012
N 3.110 0.263 3.433
N -0.104 1.808 1.073
N -0.520 1.105 -3.066
N 2.073 -0.022 1.361
N -0.632 2.799 3.106
C 3.201 1.625 -5.896
C 2.694 -0.690 -6.298
C 3.246 1.010 4.672
C 2.963 0.582 -6.778
C -0.339 2.000 -4.054
C -1.619 -5.050 0.860
C -2.596 -4.757 2.007
C -0.279 -3.751 4.216
C 4.161 -0.688 3.122
C -4.171 -3.205 4.979
C -4.151 -1.474 3.167
C 5.739 0.480 -2.182
C 0.503 -2.480 4.576
C -2.816 -6.046 2.817
C -3.280 -2.266 4.149
C 0.667 -4.642 3.401
C 3.167 1.400 -4.533
C 5.224 -1.872 -1.961
C 6.574 -2.167 -2.001
C 7.086 0.171 -2.226
C 2.116 0.492 2.545
C -0.441 1.624 -5.372
C -0.787 -0.202 -3.355
C -0.924 -0.607 -4.682
C 0.104 1.972 2.327
C -0.652 -4.494 5.509
C 2.669 -0.930 -4.935
C 4.813 -0.548 -2.057
C -3.933 -4.360 1.366
C -2.646 -1.246 5.105
C 2.896 0.121 -4.056
C -0.754 0.305 -5.698
C 7.503 -1.148 -2.142
H -3.825 -3.460 0.767
H -1.422 -4.152 0.281
H -4.750 -3.871 4.346
H 4.498 -2.665 -1.859
H -0.877 0.000 -6.724
H -3.255 -6.805 2.172
H 0.797 -1.950 3.675
H 4.899 -0.268 2.432
H 6.894 -3.197 -1.938
H -4.258 -5.165 0.709
H -0.121 3.008 -3.731
H -2.077 -1.728 5.894
H -0.325 3.080 4.022
H -3.537 -0.820 2.556
H -4.874 -2.616 5.564
H 3.350 2.208 -3.837
H -3.496 -5.884 3.650
H 2.998 2.061 4.536
H -2.072 -5.787 0.201
H -1.227 -3.863 6.180
H 3.742 -1.602 2.702
H 2.895 -0.552 1.091
H -2.011 -0.553 4.560
H -1.226 -5.392 5.299
H -3.442 -0.677 5.580
H 3.000 0.765 -7.843
H -1.178 -1.636 -4.872
H -4.712 -4.215 2.108
H 1.571 -4.825 3.979
H -1.357 3.352 2.680
H -0.301 2.359 -6.146
H 0.949 -4.157 2.470
H -0.848 2.365 0.662
H 3.414 2.613 -6.274
H -1.881 -6.444 3.201
H -3.585 -3.806 5.670
H -4.850 -0.864 3.732
H 0.221 -5.608 3.184
H 0.253 -4.793 6.034
H 1.085 1.439 4.012
H 5.407 1.507 -2.242
H 2.483 -1.926 -4.560
H 7.813 0.960 -2.342
H -0.677 -5.453 1.214
H 1.399 -2.766 5.122
H -4.727 -2.119 2.515
H 4.674 -0.958 4.041
H -0.075 -1.811 5.203
H 2.628 0.580 5.465
H 4.285 0.973 4.991
H 8.556 -1.380 -2.188
H 2.514 -1.501 -6.989
```

Computed properties:
Charge: +2
HOMO (alpha / beta) in eV: -13.0417 / -12.9454
Gap between HOMO and LUMO (alpha / beta) in eV: 5.371 / 4.826
Lowest unoccupied orbital energy (alpha / beta) in eV: -7.7 / -8.1

Question: charge of number 1 (C33H51FNO10P3)?
Answer: 0

Question: Among the records above, which one has the highest charge?
Answer: C33H52BrN6OPPdS3Si